1 | {"formula": "C7H15N", "method": "ωB97M-V with the def2-TZVPD basis set", "e_lumo_ev": 1.0863, "total_charge": 0, "smiles": "CN[C@@]1(C)CC[C@@H]1C", "homo_lumo_gap_ev": 9.66, "symbols": ["C", "N", "C", "C", "C", "C", "C", "C", "H", "H", "H", "H", "H", "H", "H", "H", "H", "H", "H", "H", "H", "H", "H"], "xyz": [[-2.1082, 1.0192, -0.7457], [-0.7574, 0.8912, -1.2527], [0.0995, -0.0483, -0.5529], [-0.3937, -1.4953, -0.6009], [1.5739, 0.0799, -0.9964], [1.9923, 0.2361, 0.4707], [0.5194, 0.4546, 0.8560], [0.0155, -0.2577, 2.0974], [-2.7262, 0.1177, -0.8648], [-2.0629, 1.2688, 0.3131], [-2.5954, 1.8395, -1.2724], [-0.7811, 0.6523, -2.2401], [-1.3260, -1.6108, -0.0532], [-0.5590, -1.7900, -1.6372], [0.3460, -2.1638, -0.1698], [1.9864, -0.7735, -1.5308], [1.7349, 0.9850, -1.5770], [2.6741, 1.0541, 0.6918], [2.3950, -0.6836, 0.8916], [0.2955, 1.5206, 0.9263], [0.4826, 0.1741, 2.9809], [0.2580, -1.3169, 2.0694], [-1.0630, -0.1532, 2.1965]]}



2 | {"formula": "C7H15N", "method": "ωB97M-V with the def2-TZVPD basis set", "e_lumo_ev": 1.1433, "total_charge": 0, "smiles": "C=C[C@H](C)[C@@H](C)NC", "homo_lumo_gap_ev": 9.37, "symbols": ["C", "C", "C", "C", "C", "C", "N", "C", "H", "H", "H", "H", "H", "H", "H", "H", "H", "H", "H", "H", "H", "H", "H"], "xyz": [[1.8397, -0.8402, 0.8775], [1.7596, -0.1087, -0.2553], [0.7155, 0.8724, -0.5399], [0.5001, 1.9193, 0.5449], [-0.7693, -0.0719, -0.7622], [-0.6424, -0.8083, -2.0881], [-1.0106, -0.9786, 0.2829], [-1.7357, -0.5189, 1.4524], [2.6267, -1.5712, 0.9969], [1.4245, -0.4916, 1.8120], [2.3466, -0.4271, -1.1082], [0.8795, 1.3600, -1.5032], [1.3720, 2.5747, 0.6109], [-0.3682, 2.5386, 0.3158], [0.3442, 1.4652, 1.5211], [-1.5422, 0.7003, -0.8037], [0.1929, -1.5038, -2.0604], [-1.5520, -1.3795, -2.2717], [-0.4944, -0.1122, -2.9115], [-0.0702, -1.4067, 0.5878], [-1.0738, -0.2270, 2.2775], [-2.3802, -1.3286, 1.8004], [-2.3622, 0.3438, 1.2239]]}



3 | {"formula": "C7H15N", "method": "ωB97M-V with the def2-TZVPD basis set", "e_lumo_ev": -1.2421, "total_charge": 0, "homo_lumo_gap_ev": 4.83, "symbols": ["C", "C", "C", "C", "C", "C", "C", "N", "H", "H", "H", "H", "H", "H", "H", "H", "H", "H", "H", "H", "H", "H", "H"], "xyz": [[2.2885, -0.1847, -2.1679], [-0.6303, -0.3750, -1.3688], [0.4104, 0.5245, -0.8463], [0.9455, 0.6635, 0.5568], [-0.0471, 0.7669, 1.6424], [-0.9239, -0.3001, 2.0075], [-2.0934, -0.2022, 2.6777], [-2.0771, -0.3584, -0.7638], [1.9087, -1.0280, -2.9909], [3.4099, 0.3772, -2.4418], [2.8045, -1.0039, -1.4815], [-0.8709, -0.0318, -2.4721], [1.3502, -0.5984, -0.9726], [0.1420, 1.5114, -0.7950], [1.8587, 0.0573, 0.6552], [1.5425, 1.6418, 0.5622], [0.2334, 1.3647, 2.5773], [-2.4998, 0.4846, -1.1032], [-0.3878, -1.3169, 1.9219], [-2.6891, -1.0859, 2.8794], [-2.2348, 0.8449, 3.0524], [-0.4897, -1.4367, -1.3997], [-1.9503, -0.3147, 0.2708]]}



Which of them is the least stable? Correct choice: 3.



1 | {"formula": "H26O13", "method": "ωB97M-V with the def2-TZVPD basis set", "e_lumo_ev": [2.8313, 2.7486], "total_charge": -1, "multiplicity": 2, "homo_lumo_gap_ev": [3.13, 10.45], "symbols": ["O", "H", "H", "O", "H", "H", "O", "H", "H", "O", "H", "H", "O", "H", "H", "O", "H", "H", "O", "H", "H", "O", "H", "H", "O", "H", "H", "O", "H", "H", "O", "H", "H", "O", "H", "H", "O", "H", "H"], "xyz": [[-2.2915, 2.2254, -0.9916], [-1.8023, 1.8367, -0.2664], [-3.1926, 1.9316, -0.8580], [1.3991, 0.5530, -2.2286], [1.5768, 0.0236, -1.4512], [2.1962, 0.4834, -2.7539], [-3.1252, 0.7207, 3.2361], [-2.3771, 0.1741, 2.9958], [-3.5284, 0.2644, 3.9747], [-0.5750, 0.2967, 0.3567], [-0.4184, -0.3244, 1.0681], [0.2996, 0.5345, 0.0489], [-1.5901, 0.0616, -2.8821], [-0.6614, 0.2732, -2.7879], [-2.0276, 0.6043, -2.2261], [1.7559, 2.2204, 1.4529], [2.5049, 2.7921, 1.6213], [0.9948, 2.7975, 1.5149], [-1.3572, -3.3160, 1.0654], [-1.4860, -3.0479, 0.1556], [-0.4460, -3.0920, 1.2549], [1.9806, -1.1421, -0.4238], [2.7225, -0.9557, 0.1516], [2.2050, -1.9727, -0.8434], [1.2507, -2.9268, 1.7015], [1.8455, -2.2545, 1.3692], [1.6503, -3.2166, 2.5217], [0.2398, 3.0208, -2.0583], [0.5593, 2.1415, -2.2606], [-0.7093, 2.9625, -2.1687], [-0.7641, -0.9955, 3.1106], [-1.0035, -1.7837, 2.6230], [0.0796, -1.2073, 3.5099], [-1.6649, -2.3420, -1.5365], [-1.5683, -1.3962, -1.6481], [-2.4384, -2.5669, -2.0536], [3.5565, 2.0195, -1.2682], [2.6369, 1.7541, -1.2805], [3.5732, 2.8492, -1.7453]]}



2 | {"formula": "H26O13", "method": "ωB97M-V with the def2-TZVPD basis set", "e_lumo_ev": [2.6385, 2.5774], "total_charge": -1, "multiplicity": 2, "homo_lumo_gap_ev": [2.36, 9.41], "symbols": ["O", "H", "H", "O", "H", "H", "O", "H", "H", "O", "H", "H", "O", "H", "H", "O", "H", "H", "O", "H", "H", "O", "H", "H", "O", "H", "H", "O", "H", "H", "O", "H", "H", "O", "H", "H", "O", "H", "H"], "xyz": [[-1.2167, 2.6341, 1.7155], [-0.8160, 3.0979, 0.9802], [-0.5366, 2.6191, 2.3890], [0.8961, -2.7263, 0.8993], [1.4453, -2.7587, 0.1160], [0.1856, -3.3422, 0.7200], [-2.0185, -1.3666, 1.0085], [-2.7201, -1.9662, 0.7545], [-1.6886, -1.7195, 1.8348], [2.3416, -1.7175, 2.7586], [1.7512, -2.0934, 2.1056], [2.1886, -0.7741, 2.7055], [-3.4057, 1.1472, 1.0446], [-3.3390, 0.4803, 1.7280], [-2.6692, 1.7356, 1.2106], [-3.0679, 1.0007, -1.8200], [-3.6352, 0.3077, -2.1581], [-3.2020, 0.9797, -0.8725], [1.8932, 0.8095, 2.5102], [1.9725, 1.5904, 1.9624], [2.1274, 1.1081, 3.3890], [3.1802, 0.1858, -1.0223], [4.0529, 0.2453, -1.4111], [2.6519, 0.8082, -1.5220], [-1.1345, 3.0093, -1.0599], [-1.7924, 2.7178, -1.6910], [-0.4455, 2.3466, -1.1080], [0.4355, 1.3558, -2.9296], [0.2727, 0.5457, -2.4465], [0.7492, 1.0656, -3.7861], [2.8691, -2.4689, -0.9451], [3.6404, -2.7830, -1.4170], [3.0658, -1.5535, -0.7462], [-1.5824, -1.7222, -1.8385], [-0.9995, -2.4348, -1.5764], [-1.3679, -1.0050, -1.2420], [0.0807, 0.3096, -0.4430], [-0.6690, 0.6402, 0.0519], [0.5067, -0.3085, 0.1508]]}



Which of them is the least stable? Correct choice: 2.



1 | {"formula": "C6H8N4", "method": "ωB97M-V with the def2-TZVPD basis set", "e_lumo_ev": 0.8376, "total_charge": 0, "homo_lumo_gap_ev": 7.55, "symbols": ["C", "C", "C", "C", "C", "C", "N", "N", "N", "N", "H", "H", "H", "H", "H", "H", "H", "H"], "xyz": [[-1.1546, 1.5022, -0.0545], [-2.2266, 0.7749, -0.3045], [0.2018, 0.9380, 0.1751], [-2.1635, -0.6146, -0.2925], [1.4468, 1.6863, 0.1289], [2.4835, 0.7872, 0.0299], [0.5027, -0.3805, 0.0959], [1.8835, -0.4333, -0.0756], [-2.7667, -1.5069, 0.3554], [2.4425, -1.6650, -0.3101], [-1.1190, 2.6062, -0.0395], [-3.1287, 1.1780, -0.7518], [1.4659, 2.7878, -0.0337], [3.5823, 0.7504, 0.0434], [-2.5742, -2.4876, 0.1309], [-3.3491, -1.4493, 1.2634], [2.7832, -2.2914, 0.3827], [1.6903, -2.1826, -0.7432]]}



2 | {"formula": "C6H8N4", "method": "ωB97M-V with the def2-TZVPD basis set", "e_lumo_ev": 0.5747, "total_charge": 0, "smiles": "N/N=C(/N)c1ccncc1", "homo_lumo_gap_ev": 8.43, "symbols": ["N", "N", "C", "N", "C", "C", "C", "N", "C", "C", "H", "H", "H", "H", "H", "H", "H", "H"], "xyz": [[-1.3655, -2.1369, -0.4555], [-0.0089, -2.1986, -0.7918], [0.7526, -1.1676, -0.5145], [2.0757, -1.2104, -0.6505], [0.1532, 0.0642, 0.0414], [-0.3633, 1.0727, -0.7920], [-0.8653, 2.1566, -0.1959], [-0.7308, 2.5578, 1.0923], [-0.2205, 1.5857, 1.7908], [0.3568, 0.3540, 1.3692], [-1.5843, -0.8954, -0.4755], [-1.9305, -2.6602, -1.0885], [2.5335, -2.0125, -1.1382], [2.5142, -0.4284, -0.7985], [-0.5370, 0.7256, -1.7252], [-1.3800, 2.9351, -0.6556], [-0.1656, 1.7733, 2.9040], [0.7656, -0.5149, 2.0842]]}



Which of them is the least stable? Correct choice: 1.